The following is a DFT calculation (ωB97M-V with the def2-TZVPD basis set) of a cluster of 15 separate species, C14H58O22 in total in a non-equilibrium geometry.

CARTESIAN COORDINATES (ANGSTROEM)
C1 18.352 -20.421 9.929
C2 18.724 -20.906 8.567
O1 17.827 -20.411 7.552
O2 18.826 -19.106 10.201
H1 18.847 -21.060 10.675
H2 17.309 -20.607 10.184
H3 18.620 -21.992 8.600
H4 19.738 -20.733 8.205
H5 18.001 -19.466 7.483
H6 18.529 -18.756 11.056
C3 22.661 -20.046 11.321
C4 22.687 -18.623 11.926
O3 22.794 -18.688 13.331
O4 23.969 -20.545 11.137
H7 22.174 -20.035 10.333
H8 22.058 -20.740 11.905
H9 21.752 -18.122 11.650
H10 23.481 -18.052 11.446
H11 21.903 -18.757 13.709
H12 24.561 -19.939 10.691
C5 19.359 -18.695 13.387
C6 18.014 -19.428 13.329
O5 18.033 -20.563 12.493
O6 20.251 -19.496 14.177
H13 19.225 -17.721 13.863
H14 19.662 -18.531 12.356
H15 17.290 -18.703 12.951
H16 17.636 -19.763 14.303
H17 18.772 -21.180 12.627
H18 19.813 -19.650 15.026
C7 15.165 -16.964 12.187
C8 16.226 -18.054 12.173
O7 17.506 -17.391 12.040
O8 15.358 -16.070 11.108
H19 15.202 -16.462 13.158
H20 14.183 -17.445 12.113
H21 16.074 -18.667 11.279
H22 16.265 -18.687 13.053
H23 17.388 -16.788 11.293
H24 14.922 -15.243 11.322
C9 13.781 -18.216 13.996
C10 12.285 -18.531 14.033
O9 12.093 -19.656 13.155
O10 14.634 -19.315 14.273
H25 14.009 -17.447 14.746
H26 14.045 -17.747 13.045
H27 11.704 -17.664 13.732
H28 11.983 -18.893 15.021
H29 12.890 -20.196 13.211
H30 15.166 -19.118 15.040
C11 18.010 -23.051 14.904
C12 17.209 -22.264 15.958
O11 16.973 -22.982 17.135
O12 19.357 -23.338 15.308
H31 17.972 -22.557 13.932
H32 17.571 -24.030 14.682
H33 16.295 -22.060 15.394
H34 17.686 -21.303 16.186
H35 17.836 -23.194 17.509
H36 19.368 -24.143 15.833
C13 17.013 -23.726 11.253
C14 15.700 -23.518 10.496
O13 15.614 -22.250 9.864
O14 18.118 -23.856 10.401
H37 16.959 -24.528 11.997
H38 17.043 -22.795 11.841
H39 14.919 -23.633 11.251
H40 15.583 -24.311 9.752
H41 15.538 -22.446 8.928
H42 18.910 -23.761 10.937
O15 15.256 -21.132 12.450
H43 15.949 -20.775 13.018
H44 15.695 -21.292 11.598
O16 22.669 -19.903 16.408
H45 21.806 -19.489 16.338
H46 22.664 -20.598 15.722
O17 21.946 -21.964 14.621
H47 21.249 -21.293 14.616
H48 21.461 -22.796 14.614
O18 20.125 -15.002 13.085
H49 20.016 -15.178 14.038
H50 19.288 -15.264 12.686
O19 19.978 -22.622 12.303
H51 20.266 -23.493 12.607
H52 20.516 -22.443 11.518
O20 19.788 -19.865 17.541
H53 19.907 -20.583 18.172
H54 19.434 -19.135 18.062
O21 19.609 -15.624 15.777
H55 20.348 -16.247 15.845
H56 19.819 -14.925 16.410
O22 16.906 -16.383 14.871
H57 16.672 -17.080 15.491
H58 17.794 -16.103 15.142

## Properties
Energy relative to the best compared isomer or geometry (same formula, charge and spin) in eV: 6.591
2S+1: 1
Charge: 0
E_HOMO in eV: -9.19

The following is a DFT calculation (ωB97M-V with the def2-TZVPD basis set) of a cluster of 16 separate species, C14H60O23 in total in a non-equilibrium geometry.

CARTESIAN COORDINATES (ANGSTROEM)
O1 2.294 4.555 1.069
H1 2.862 3.842 1.354
H2 2.836 5.383 1.159
O2 3.733 2.015 2.040
H3 4.557 1.584 2.263
H4 3.136 1.269 1.952
O3 0.875 2.971 -0.661
H5 1.562 2.306 -0.848
H6 1.299 3.754 -0.274
O4 -4.152 2.176 -2.200
H7 -4.933 2.521 -2.677
H8 -4.365 2.387 -1.279
O5 -0.834 -2.699 3.831
H9 -1.051 -3.082 2.965
H10 0.120 -2.735 3.895
O6 2.288 -1.954 4.146
H11 3.059 -1.582 3.626
H12 1.830 -1.205 4.542
O7 4.070 -1.064 2.066
H13 3.170 -0.976 1.695
H14 4.412 -1.947 1.872
O8 0.720 0.094 -1.580
H15 -0.165 0.369 -1.915
H16 1.264 -0.287 -2.311
O9 -1.322 -3.748 1.092
H17 -1.388 -3.368 0.176
H18 -0.587 -4.386 1.033
C1 -3.635 -1.844 -1.213
C2 -2.470 -1.581 -2.136
O10 -1.411 -2.562 -1.857
O11 -4.054 -3.145 -1.514
H19 -4.437 -1.089 -1.477
H20 -3.388 -1.714 -0.194
H21 -1.905 -0.663 -1.913
H22 -2.743 -1.598 -3.186
H23 -1.700 -3.399 -2.232
H24 -4.687 -3.411 -0.861
C3 2.054 -1.928 -4.811
C4 0.637 -1.735 -5.354
O12 -0.302 -1.329 -4.366
O13 2.464 -0.780 -4.054
H25 2.661 -1.930 -5.708
H26 2.174 -2.946 -4.255
H27 0.316 -2.668 -5.829
H28 0.571 -0.956 -6.100
H29 -0.359 -2.025 -3.733
H30 3.416 -0.716 -4.041
C5 -0.221 2.335 -4.689
C6 -1.503 2.173 -3.912
O14 -1.126 1.849 -2.570
O15 -0.533 2.609 -6.046
H31 0.307 1.407 -4.580
H32 0.426 3.167 -4.292
H33 -2.091 1.334 -4.239
H34 -2.055 3.079 -4.018
H35 -0.528 2.459 -2.096
H36 -0.964 1.804 -6.338
C7 -2.608 4.279 1.901
C8 -2.763 3.843 0.478
O16 -4.023 3.239 0.382
O17 -2.850 3.201 2.794
H37 -3.373 5.012 2.124
H38 -1.671 4.793 2.078
H39 -1.965 3.179 0.126
H40 -2.834 4.666 -0.263
H41 -4.133 2.565 1.043
H42 -1.998 2.748 2.830
C9 -0.252 0.829 6.140
C10 0.461 1.667 5.148
O18 1.781 1.020 4.815
O19 0.404 0.569 7.418
H43 -0.542 -0.145 5.703
H44 -1.212 1.338 6.264
H45 0.739 2.613 5.588
H46 -0.083 1.812 4.252
H47 2.292 1.555 4.128
H48 1.348 0.694 7.215
C11 0.487 -0.349 1.457
C12 -0.732 0.547 1.449
O20 -0.373 1.871 1.896
O21 1.630 0.243 0.872
H49 0.350 -1.353 1.054
H50 0.785 -0.391 2.510
H51 -1.492 0.131 2.136
H52 -1.146 0.592 0.489
H53 0.057 2.345 1.127
H54 1.364 0.430 -0.057
C13 1.929 -4.813 -0.860
C14 2.418 -3.483 -0.282
O22 3.298 -3.630 0.879
O23 1.204 -5.567 0.117
H55 2.823 -5.308 -1.269
H56 1.212 -4.651 -1.645
H57 1.583 -2.788 -0.070
H58 3.127 -3.008 -0.957
H59 2.845 -4.306 1.405
H60 1.714 -6.376 0.171

## Properties
Energy relative to the best compared isomer or geometry (same formula, charge and spin) in eV: 0.000
2S+1: 1
Charge: 0
E_HOMO in eV: -9.84

| no. | LUMO energy (eV) |
| --- | --- |
| 1 | -0.61 |
| 2 | -0.01 |